Here is a structure of composition C26H60O40S11 from the Open Molecules 2025 dataset. Energies are from the ωB97M-V functional and the def2-TZVPD basis.

The geometry in XYZ format:
```
137
Properties=species:S:1:pos:R:3:forces:R:3
O -7.978 -6.398 0.827 1.0 0.1 -0.6
S -6.962 -6.725 -0.140 1.3 -1.1 -1.3
O -6.100 -5.708 -0.789 -1.9 -2.1 1.6
O -5.984 -7.958 0.493 -2.7 1.7 -0.1
C -4.639 -7.736 0.730 2.7 0.2 -1.7
C -3.848 -8.378 -0.437 0.5 0.3 0.4
C -7.705 -7.846 -1.403 -0.1 0.4 0.0
H -4.293 -8.096 1.698 -0.6 -0.4 0.0
H -4.298 -6.702 0.674 -0.7 0.4 0.3
H -3.773 -7.744 -1.320 -0.6 0.3 0.0
H -4.261 -9.333 -0.761 0.2 -0.1 0.3
H -2.806 -8.437 -0.122 0.1 -0.6 0.1
H -8.469 -7.338 -1.993 0.3 0.6 0.1
H -8.254 -8.683 -0.972 0.4 0.1 0.6
H -6.927 -8.231 -2.063 0.1 0.3 0.2
O -6.546 -8.452 -7.567 4.1 0.6 -0.9
S -5.186 -8.045 -8.040 -2.0 1.6 -2.7
O -5.068 -7.340 -9.367 -0.4 -2.0 3.2
O -4.617 -6.985 -6.937 -3.1 -4.8 0.0
C -3.553 -6.213 -7.231 0.7 2.7 -0.2
C -3.904 -5.039 -6.324 1.9 1.7 -1.0
C -3.834 -9.329 -8.021 -1.9 1.1 0.2
H -3.627 -5.917 -8.277 0.2 0.3 -0.1
H -2.560 -6.642 -7.095 -0.1 -0.4 0.5
H -4.801 -4.552 -6.708 -0.2 -0.3 0.3
H -3.118 -4.310 -6.517 0.2 0.4 0.3
H -3.928 -5.198 -5.246 -0.2 -0.5 -0.3
H -4.053 -10.114 -8.746 -0.2 0.1 0.2
H -3.919 -9.637 -6.979 0.8 -0.3 -0.2
H -2.968 -8.752 -8.346 0.1 -0.2 0.4
O 2.327 0.747 0.691 -1.1 1.1 0.0
S 0.939 1.091 0.490 -1.8 -1.1 -2.4
O 0.446 1.698 -0.779 1.6 -0.7 2.8
O 0.122 -0.319 0.637 -0.4 0.7 -0.3
C -0.370 -0.965 -0.562 1.9 -1.8 -1.1
C 0.694 -2.085 -0.964 -0.8 0.7 0.7
C 0.122 1.905 1.873 0.2 0.1 0.1
H -0.543 -0.288 -1.399 0.2 0.3 0.4
H -1.306 -1.500 -0.402 0.0 0.4 0.8
H 0.926 -2.668 -0.073 -0.2 -0.1 0.1
H 1.667 -1.716 -1.288 -0.3 0.4 -0.3
H 0.261 -2.766 -1.697 0.1 0.1 -0.1
H 0.317 2.976 1.813 0.1 -0.1 0.0
H 0.444 1.505 2.835 0.4 0.0 -0.2
H -0.950 1.717 1.819 0.2 0.0 -0.5
O -3.781 -4.452 8.795 -2.3 2.7 0.8
S -4.713 -3.332 9.122 0.9 -0.3 -0.6
O -4.390 -2.332 10.131 -0.1 -1.2 -1.8
O -5.078 -2.525 7.704 -0.2 -0.9 2.6
C -4.962 -3.138 6.432 2.4 0.6 -0.9
C -3.935 -2.298 5.704 -0.7 1.1 -2.3
C -6.346 -3.979 9.533 1.3 -0.5 -0.6
H -5.885 -3.164 5.852 -0.2 0.0 0.6
H -4.430 -4.088 6.397 -0.8 -0.6 0.9
H -2.876 -2.377 5.947 -0.3 -0.4 0.3
H -4.185 -1.245 5.567 -0.1 0.4 1.1
H -4.108 -2.501 4.647 0.7 -0.9 -0.4
H -6.444 -4.705 8.726 -0.6 -0.2 0.2
H -7.132 -3.224 9.536 0.4 0.0 0.0
H -6.198 -4.482 10.489 -0.3 0.0 -0.1
C 1.358 8.584 -0.931 1.5 -1.3 1.2
C 2.870 8.138 -1.183 -1.3 1.0 -0.7
O 3.632 9.231 -0.757 0.0 3.1 1.4
S 2.693 10.502 -0.110 0.7 -2.4 1.9
O 3.235 11.778 -0.519 -1.3 -2.1 0.3
O 2.517 10.184 1.355 0.1 1.1 -4.6
O 1.349 10.021 -1.015 1.4 0.5 0.7
H 1.115 8.344 0.104 -0.2 -0.2 0.0
H 0.691 8.030 -1.592 -0.1 0.9 -0.3
H 3.025 8.101 -2.262 0.0 -0.5 0.0
H 3.280 7.269 -0.669 -0.7 -0.2 0.0
C -2.292 3.157 -6.951 -0.5 0.6 0.2
C -3.276 4.177 -6.479 -0.5 0.9 2.0
O -3.078 5.228 -7.351 1.1 2.7 -3.4
S -1.430 5.505 -7.680 -2.9 -2.0 -1.6
O -0.821 6.330 -6.702 0.0 -0.1 0.0
O -1.305 5.842 -9.109 -0.2 -1.3 3.4
O -1.169 3.915 -7.276 2.8 2.0 -1.2
H -2.753 2.842 -7.887 0.3 -1.1 0.1
H -1.931 2.444 -6.209 -0.5 -0.3 -0.4
H -3.145 4.774 -5.577 0.4 -1.5 1.3
H -4.302 3.809 -6.491 0.0 0.2 -0.4
C 6.327 2.119 -4.640 -0.3 -0.3 -1.0
C 7.722 1.947 -4.194 1.0 0.6 1.5
O 8.504 2.894 -4.909 -0.1 1.4 -1.5
S 7.549 4.092 -5.730 1.6 -1.1 0.7
O 7.535 3.811 -7.161 0.0 0.5 2.5
O 7.956 5.428 -5.259 -1.5 -3.4 -0.8
O 6.217 3.470 -5.023 0.2 2.9 -0.6
H 5.666 2.034 -3.778 -0.4 -0.6 -0.6
H 6.167 1.562 -5.563 -0.7 -0.6 0.4
H 8.138 0.939 -4.214 0.0 0.1 -0.8
H 7.722 2.197 -3.133 0.4 0.4 0.2
C 9.098 5.028 3.953 -0.6 0.8 0.3
C 8.857 3.921 2.972 -1.6 0.2 -1.0
O 10.073 3.200 2.839 1.3 -0.9 0.6
S 11.164 3.731 3.981 0.6 0.3 -1.1
O 12.568 3.795 3.540 -3.8 -0.2 0.6
O 10.819 3.077 5.218 0.4 0.9 -1.1
O 10.496 5.208 3.834 1.7 0.0 1.7
H 8.747 4.781 4.955 0.6 -0.2 0.2
H 8.623 5.983 3.732 0.1 -0.1 -0.4
H 8.551 4.302 1.998 0.7 0.2 -0.3
H 7.968 3.352 3.242 0.5 -0.8 0.5
C 9.778 -6.015 2.829 -0.4 -0.8 0.3
C 10.006 -4.544 2.840 2.4 0.1 -1.1
O 8.782 -3.992 2.625 -3.5 1.5 -1.2
S 8.015 -4.783 1.319 1.3 -0.3 3.0
O 8.756 -4.462 0.116 -1.7 -0.4 1.3
O 6.558 -4.675 1.504 3.9 -0.4 -0.8
O 8.644 -6.220 1.948 -1.0 0.5 -1.3
H 9.489 -6.383 3.814 -0.2 0.0 0.0
H 10.653 -6.576 2.504 -0.2 0.0 -0.3
H 10.653 -4.249 2.014 0.2 -0.2 -0.4
H 10.565 -4.163 3.694 -0.8 0.0 0.5
C 1.415 9.223 7.232 1.1 -0.2 0.2
C 2.867 9.755 7.487 -0.4 -0.8 0.3
O 3.802 8.799 6.838 -1.5 -0.2 0.2
S 3.017 7.386 6.405 1.3 0.1 -4.0
O 3.092 6.371 7.393 -0.2 0.6 0.7
O 3.466 6.940 5.036 -1.6 2.2 4.1
O 1.548 8.068 6.352 0.5 0.1 0.2
H 0.779 9.981 6.776 0.1 -0.4 -0.3
H 0.986 8.931 8.191 -0.1 -0.3 -0.2
H 3.042 9.816 8.561 0.3 -0.7 0.0
H 2.960 10.808 7.223 0.6 -0.4 -1.2
C -10.088 0.766 -0.574 1.7 -0.6 -1.5
C -9.365 -0.292 0.305 -1.4 -0.6 0.0
O -8.039 0.101 0.441 2.8 0.9 -0.1
S -7.508 0.938 -0.875 -0.4 -0.6 -1.5
O -7.414 0.085 -2.124 0.0 2.5 4.2
O -6.389 1.846 -0.494 -3.7 -2.7 -1.0
O -9.002 1.648 -0.913 1.6 1.6 -0.6
H -10.882 1.329 -0.084 0.4 0.0 0.1
H -10.398 0.400 -1.553 -0.5 -0.4 0.3
H -9.261 -1.319 -0.046 -1.1 0.1 -0.4
H -9.912 -0.239 1.246 0.8 -0.4 0.4
```
Forces are in eV/Å.

Its total energy is -229004.1639 eV. The value obtained for the HOMO-LUMO gap is 10.84 eV. The value obtained for the max |F| is 5.664 eV/Å. The value obtained for the highest occupied orbital energy is -10.931 eV.